#a
13
Properties=species:S:1:pos:R:3:mulliken_charge:R:1 method="wB97M-V/def2-TZVPD" smiles="C=C(C)[N+](=O)[O-].Cl" e_lumo_ev=-0.399 homo_lumo_gap_ev=10.192
C 0.5910 0.8067 0.2665 -1.1792
H 2.1164 -1.0311 -1.2594 0.2856
H 0.8066 1.5285 -0.5414 0.2436
O -0.8916 -2.2880 0.6721 -0.5358
H -0.0796 1.1536 1.0249 0.4410
N -0.8811 -1.1526 0.3037 0.8950
Cl -1.8229 3.0831 0.4553 -0.2872
H 1.5821 0.7728 0.6576 0.3340
C 1.1596 -1.3337 -0.8765 -0.9010
O -1.8465 -0.4223 0.2874 -0.5738
C 0.3835 -0.5783 -0.1151 0.6955
H -1.9908 1.7974 0.2982 0.2925
H 0.8734 -2.3360 -1.1736 0.2898


#b
13
Properties=species:S:1:pos:R:3:mulliken_charge:R:1 method="wB97M-V/def2-TZVPD" e_lumo_ev=-0.256 homo_lumo_gap_ev=9.813
H -0.3797 0.3876 1.5070 0.3278
H 1.9848 -0.1052 0.4738 0.2794
H -1.1692 1.5769 0.7474 0.2969
N 0.0486 0.4526 -0.5122 -0.1586
C 1.2576 -0.1869 -0.4279 -0.3193
H 1.7142 0.0722 -1.3841 0.3600
C -2.1921 -0.3201 0.4271 0.7517
C -0.9174 0.5129 0.5898 -0.6906
O -1.9209 -1.5755 0.2181 -0.3723
Cl 0.8656 -2.4485 -0.4313 -0.4564
H -0.9520 -1.8950 0.2817 0.2845
O -3.2646 0.1204 0.7662 -0.5563
H -0.3673 0.5069 -1.4405 0.2533


#c
13
Properties=species:S:1:pos:R:3:mulliken_charge:R:1 method="wB97M-V/def2-TZVPD" smiles="NC(=O)[C@H](O)CCl" e_lumo_ev=0.512 homo_lumo_gap_ev=10.153
C 0.5273 -0.7272 -0.8314 0.4302
C 0.1362 0.2844 1.6613 -0.4013
H -0.9504 -1.4984 0.7420 0.2411
N 0.5206 0.0892 -1.8994 -0.3504
H -1.7114 0.7883 -0.6787 0.3105
H 0.9365 -0.4768 2.1056 0.3059
C -0.6197 -0.4020 0.4508 -0.0877
O 1.2746 -1.6061 -0.5726 -0.5260
H 0.1032 1.0053 -1.9120 0.1818
H 1.1875 -0.0952 -2.6911 0.2511
O -1.8402 0.1883 0.0613 -0.4837
Cl 1.0282 1.7694 1.2489 -0.2133
H -0.5925 0.6808 2.3154 0.3420


#d
13
Properties=species:S:1:pos:R:3:mulliken_charge:R:1 method="wB97M-V/def2-TZVPD" e_lumo_ev="-1.501 / -0.409" homo_lumo_gap_ev="7.833 / 8.656"
C 0.0295 -1.9118 0.1692 -0.9872
H 1.8887 0.9239 0.5374 0.3018
C 0.1330 0.7089 -0.5218 0.1574
O -1.7569 0.0273 -1.5462 -0.5328
H -0.9640 -1.9466 0.4753 0.4159
H 0.3124 0.5307 1.4135 0.3251
C 0.8129 1.1489 0.7518 -0.8599
H 0.5067 2.2419 0.7714 0.3191
H 0.9681 -1.9932 0.8042 0.3179
N -1.2981 0.5570 -0.5492 0.9006
O -1.8464 0.8275 0.5376 -0.5581
Cl 0.8799 0.9803 -2.0156 -0.1346
H 0.3345 -2.0947 -0.8276 0.3348


Least stable structure: #d


#a
23
Properties=species:S:1:pos:R:3:mulliken_charge:R:1 method="wB97M-V/def2-TZVPD" smiles=C[C@@H](N)CNCN.O e_lumo_ev=0.633 homo_lumo_gap_ev=9.026
H -1.6594 0.7685 -1.5894 0.4127
N 0.8509 0.2523 2.3890 -0.5683
H -0.5157 -2.1040 1.4597 0.2788
N -0.6270 -1.4040 -2.3124 -0.5937
H 2.2148 -1.2529 1.9472 0.3448
H -0.4486 -2.3415 -2.6215 0.1621
H 0.9470 -1.6244 3.1465 0.4124
H -0.7667 4.8773 -1.0800 0.3165
H 1.3366 -0.6646 -0.2569 0.4493
C 1.1558 -1.1621 2.1870 -0.7363
N 0.4170 -1.8703 1.1634 -0.2522
C -1.0413 0.4050 -0.7830 -1.4521
C 0.5815 -1.4423 -0.2363 -1.0034
H 0.7816 5.3039 -0.9817 0.3232
H 0.7214 0.7351 1.5140 0.2478
H 1.0178 -2.2719 -0.7520 0.2052
C -0.7390 -1.0988 -0.9187 0.9863
H 0.0017 0.3685 2.9321 0.2616
H -1.0827 -0.8035 -2.9680 0.1340
H -0.1117 0.9639 -0.7258 0.3164
H -1.4618 0.5646 0.2180 0.2962
O -0.0871 5.4802 -1.3711 -0.6399
H -1.4851 -1.6790 -0.3604 0.0987


#b
23
Properties=species:S:1:pos:R:3:mulliken_charge:R:1 method="wB97M-V/def2-TZVPD" smiles=NCCN.NCCO e_lumo_ev=0.996 homo_lumo_gap_ev=9.833
H -2.4828 1.3806 -0.5749 0.2615
O -0.6808 1.3491 0.4512 -0.7445
H 1.1224 -1.0434 1.8863 0.2212
H 0.0429 0.4022 0.5824 0.3374
H 0.8003 1.5006 -0.9533 0.3196
H 2.7504 0.9459 0.3885 0.2304
N 1.6350 1.1516 -1.4366 -0.5871
C -2.3785 -0.3704 0.6269 -0.6995
N -1.7044 -1.2148 -0.3935 -0.6151
C 2.4835 0.3909 -0.5230 -0.4514
H 2.1438 1.9077 -1.8745 0.2161
H -2.5642 1.7106 1.1872 0.3023
N 0.7651 -0.7098 0.9988 -0.4512
C -2.0631 1.0976 0.4110 -0.3115
H -2.3747 -1.5858 -1.0536 0.2998
H -1.9925 -0.6895 1.6036 0.2294
H 1.3011 -1.3565 -0.9257 0.2922
H 2.5637 -1.6058 0.2729 0.4082
H -1.0599 -0.6263 -0.9159 0.1593
C 1.8104 -0.9019 -0.0667 -0.6890
H 3.3983 0.0995 -1.0386 0.4573
H -0.0587 -1.2702 0.7554 0.3931
H -3.4572 -0.5621 0.5921 0.4216


#c
23
Properties=species:S:1:pos:R:3:mulliken_charge:R:1 method="wB97M-V/def2-TZVPD" e_lumo_ev=-2.595 homo_lumo_gap_ev=6.588
H -0.3070 -0.4299 -2.1600 0.2314
H 0.8684 -2.0361 0.8466 0.2364
C -1.2660 0.1755 -1.5936 -0.5578
H 0.0853 2.1576 0.5588 0.7623
H -0.8329 1.1984 -1.6357 0.2809
H -2.5877 1.7447 1.1479 0.2206
H -1.0197 1.2651 1.3429 0.4411
N 2.7711 -0.9550 0.8707 -0.6936
C 1.6749 -1.6756 0.1766 -0.5032
C 1.0040 -0.6709 -0.7544 0.5068
H 2.2713 -0.3308 1.4941 0.2276
H 3.1711 -1.5598 1.5884 0.2527
N -1.7547 1.5025 0.6322 -0.6107
H -2.0774 0.2684 -2.3156 0.3755
O 0.4185 1.1429 2.0793 -0.7143
H 0.3777 1.7366 1.2493 -0.3200
H 2.0948 -2.5401 -0.3233 0.4150
H 1.7421 -0.1485 -1.3600 0.3159
C -2.0923 0.3672 -0.2560 -0.4512
H -3.1523 0.4062 -0.5007 0.5178
H 0.6848 0.1174 -0.0646 -0.5753
N -0.2125 -1.2251 -1.3685 -0.5969
H -1.8614 -0.5107 0.3456 0.2392


#d
23
Properties=species:S:1:pos:R:3:mulliken_charge:R:1 method="wB97M-V/def2-TZVPD" smiles=NCC[C@H](N)CN.O e_lumo_ev=0.620 homo_lumo_gap_ev=9.265
H 0.9969 -1.8278 -2.3424 0.2281
C 0.9749 0.5446 -0.0930 -0.5363
O -1.4495 2.2072 2.0936 -0.5866
H -0.1998 -0.2141 -2.8389 0.4861
H 2.1048 -1.3924 -1.1942 0.2377
C 1.6811 0.2313 1.1859 -0.6470
H -0.3105 -1.1492 0.0507 0.1242
H 1.9929 1.1423 1.5904 0.4173
H -0.8900 1.0139 -1.8653 0.3063
H -1.6095 1.6456 2.8461 0.3028
H -1.6223 3.0999 2.3204 0.2887
H -2.5643 -0.5492 -0.9996 0.2211
H 2.4850 -0.5547 1.0556 0.2785
C -0.7752 -0.0985 -1.9077 -0.9002
H -2.2347 -1.5587 -2.3204 0.2034
H 0.4348 -1.2271 1.7167 0.3504
H 0.2196 1.3857 0.0598 0.2017
N 1.1574 -1.6386 -1.3111 -0.5994
C 0.2235 -0.6024 -0.7366 0.3758
N -2.0999 -0.6615 -1.9123 -0.5678
H 1.5839 1.0518 -0.9755 0.2650
H -0.0140 0.2065 2.4705 0.2197
N 0.7423 -0.4400 2.2215 -0.6693


Least stable structure: #c


#a
17
Properties=species:S:1:pos:R:3:mulliken_charge:R:1 method="wB97M-V/def2-TZVPD" smiles="[S-][N+]1=CC=NC1.C#CC" e_lumo_ev="-0.837 / -0.837" homo_lumo_gap_ev="7.246 / 7.247"
C 1.7028 -1.2355 -0.5240 -0.1448
H -1.0930 -0.0397 2.4007 0.1302
H 2.4826 -1.1188 0.1457 0.4162
C -0.8498 1.0248 2.4720 -0.7068
C -0.2985 -0.9384 -1.6045 -0.2152
N 0.7560 -0.5785 -2.4304 -0.4649
H -1.6265 2.9076 -0.5366 0.3524
N 0.4096 -1.3748 -0.2673 -0.0305
H -0.8667 -1.7339 -1.9755 0.3671
S -0.6181 -1.9956 0.8452 -0.3056
H -0.9300 -0.1371 -1.2063 0.1531
H -1.5671 1.6486 3.0536 0.2895
H 0.2362 1.1243 2.5939 0.2376
C -1.1796 1.6054 1.1587 0.3381
C -1.2202 2.1367 0.0485 -0.6547
H 2.7626 -0.6466 -2.3665 0.4427
C 1.8998 -0.6483 -1.8072 -0.2046


#b
17
Properties=species:S:1:pos:R:3:mulliken_charge:R:1 method="wB97M-V/def2-TZVPD" e_lumo_ev=-0.371 homo_lumo_gap_ev=8.674
C -1.9088 -0.8545 -0.4033 -0.4965
H 0.1955 1.7020 1.3793 0.3948
N 2.8825 -0.3858 1.2520 -0.5979
H 2.9786 -1.3785 1.6669 0.2474
C 0.2101 -0.0696 0.2418 1.1741
H 1.7129 -1.5790 -1.3499 0.0638
C -1.7075 1.1174 0.8107 -0.3535
H 3.4714 1.3438 -0.6755 0.2722
H -2.4603 -1.5828 -1.0026 0.3313
N 2.4575 1.2144 -0.6301 -0.5998
C -0.5439 -0.9423 -0.3663 -0.3276
S 2.0294 -0.0833 0.0197 0.3981
H -0.1442 -1.7544 -1.0012 0.0019
H -3.5517 0.4406 0.1194 0.3411
C -0.3212 1.0028 0.7917 -0.5790
C -2.5298 0.1294 0.2583 -0.5634
H -2.2867 1.9648 1.2472 0.2929


Least stable structure: #b


#a
17
Properties=species:S:1:pos:R:3:mulliken_charge:R:1 method="wB97M-V/def2-TZVPD" e_lumo_ev=-1.917 homo_lumo_gap_ev=7.143
C -1.5441 -0.3913 0.3423 0.4849
S -3.7257 0.8539 -0.1912 -0.0946
H 0.2054 -1.5922 0.2590 0.2613
H 1.6285 1.4629 -1.3857 0.3666
H 1.6406 -0.3091 -1.4397 0.3683
C -3.6444 -0.8796 -0.1113 -0.1477
C -2.0587 0.8398 0.1677 -0.2451
C -0.1362 -0.6754 0.7375 -0.6858
C 1.0662 0.5649 -1.1464 -1.3310
N 0.2863 1.7802 0.7716 -0.6182
H 0.1316 0.5892 -1.6975 0.2759
H 0.0069 1.7596 1.7512 0.2862
C 0.7783 0.5300 0.3533 0.5168
H -0.1018 -0.8239 1.8218 0.3014
H 1.7314 0.3536 0.8906 0.4049
H -4.5027 -1.4958 -0.2897 0.4420
N -2.4808 -1.3654 0.1611 -0.5860


#b
17
Properties=species:S:1:pos:R:3:mulliken_charge:R:1 method="wB97M-V/def2-TZVPD" smiles="N=C=C=[NH+][S-].CC#CC" e_lumo_ev="-1.351 / -1.352" homo_lumo_gap_ev="6.923 / 6.922"
N -0.7192 2.9585 -1.3386 -0.5846
C -1.8017 -1.0808 1.2421 -1.2688
H 1.6641 1.2562 -0.7048 0.2470
S -0.6630 -0.9991 -3.8776 -0.2436
C -0.5461 -0.4296 0.9764 0.6741
H -1.0321 3.7550 -2.0495 0.3019
C -0.5534 1.8251 -1.8234 0.7366
H -1.8426 -1.9056 1.9950 0.3051
H -2.4046 -1.5367 0.3967 0.2661
H 2.1710 1.2059 1.1278 0.2923
H 2.5172 -0.2063 -0.0234 0.2690
C 1.7704 0.6711 0.2863 -0.9794
H 0.1719 -1.3391 -1.9347 0.3412
C -0.2350 0.6316 -1.8327 -0.4416
H -2.5263 -0.3287 1.7606 0.2693
C 0.5099 -0.0682 0.5840 -0.0049
N -0.1976 -0.5095 -2.4014 -0.1797


Least stable structure: #b


#a
14
Properties=species:S:1:pos:R:3:mulliken_charge:R:1 method="wB97M-V/def2-TZVPD" e_lumo_ev=-0.700 homo_lumo_gap_ev=7.381
H 1.0044 2.3575 -1.4014 0.2285
H 2.3057 1.2688 -1.2083 0.2169
N -1.6179 0.1770 1.7634 -0.4881
C -0.9758 -1.2543 0.0809 -0.2699
C 0.2820 0.7908 -0.5204 -0.5385
H -0.7278 1.2247 -0.6821 0.4172
N 1.3232 1.5393 -1.0150 -0.3995
C 1.1878 -1.4894 -0.8830 -0.0074
C 0.2205 -0.6340 -0.3997 0.7214
H -2.0723 0.1131 2.6182 0.3379
N -1.6812 -0.9285 1.0797 -0.2903
H -1.0662 -2.2227 -0.2847 0.4661
N 1.7055 -2.3323 -1.4531 -0.4688
I 0.1122 1.3900 2.3057 0.0744


#b
14
Properties=species:S:1:pos:R:3:mulliken_charge:R:1 method="wB97M-V/def2-TZVPD" e_lumo_ev="-2.535 / -2.537" homo_lumo_gap_ev="6.383 / 6.382"
C 1.0525 0.7667 0.6730 -0.0676
H 1.1911 1.7909 0.9452 0.4040
C 1.8635 -0.2359 1.0394 -0.3240
N -1.5771 -1.3008 -0.7510 -0.6538
H -1.6602 1.8757 -0.2173 0.1871
N -0.7758 1.5840 -0.5486 -0.9151
C -0.5121 -0.8262 -0.2761 0.7144
N -0.0889 0.5216 -0.0868 0.4508
H 0.2455 -2.7352 -0.4546 0.3636
N 1.6566 -1.4944 0.5133 -0.4938
I -3.8551 0.2927 -0.6584 -0.0918
H 2.8190 0.0757 1.5348 0.2983
H -0.9353 1.4440 -1.5591 0.2867
C 0.5763 -1.7588 -0.1538 -0.1588


Least stable structure: #b


#a
18
Properties=species:S:1:pos:R:3:mulliken_charge:R:1 method="wB97M-V/def2-TZVPD" e_lumo_ev=-1.277 homo_lumo_gap_ev=9.425
C -0.6049 -0.7797 -0.0211 0.7990
O 0.6384 -1.3276 2.4981 -0.6048
H -2.0279 -2.1906 -0.4934 0.3463
N 1.4003 -0.4503 2.1328 1.1027
O -1.0654 0.0075 0.7323 -0.4809
N 2.9361 -0.1301 0.1547 1.0092
O 3.8727 0.1029 0.8579 -0.5532
H 1.4673 2.1888 -0.4683 0.2664
O 2.9809 -0.3485 -1.0127 -0.5830
H 2.2635 2.1239 1.0793 0.3655
H -1.9346 -0.8373 -1.5987 0.3042
H -0.6306 -2.1345 -1.6695 0.2634
C -1.3956 -1.6116 -1.0126 -1.0456
O 1.9707 0.3111 2.8480 -0.5505
C 1.3045 1.8706 0.6132 -0.8096
H 0.3905 1.7731 0.9996 0.5150
O 0.7393 -1.0349 -0.0589 -0.3202
C 1.6017 -0.3011 0.6937 -0.0239


#b
18
Properties=species:S:1:pos:R:3:mulliken_charge:R:1 method="wB97M-V/def2-TZVPD" smiles="CC(=O)OC(C)([N+](=O)[O-])[N+](=O)[O-]" e_lumo_ev=-0.622 homo_lumo_gap_ev=10.824
N -1.8746 1.1342 0.0905 0.9975
O -0.9093 -1.6787 1.1334 -0.6032
H -1.5009 0.2644 -2.3779 0.4728
O 1.5768 -1.1918 -0.3225 -0.4891
C 1.4341 -0.3268 0.4863 0.7861
O -2.0776 -1.7178 -0.6795 -0.5852
N -1.3003 -1.2342 0.0911 1.0599
H -0.0024 -0.7043 -2.2064 0.3681
O 0.3108 0.4705 0.5185 -0.3069
H 1.9410 -0.2601 2.5227 0.2890
O -2.7918 1.1912 -0.6786 -0.5605
H 2.4271 1.1676 1.6165 0.3304
C -0.7590 0.1509 -0.2738 0.6028
C -0.5223 0.2019 -1.9168 -1.3571
H 0.0816 1.0776 -2.1272 0.3849
H 3.3374 -0.3621 1.4317 0.3626
O -1.7306 1.7331 1.1139 -0.5647
C 2.3600 0.0842 1.5781 -1.1875


Least stable structure: #a